# 1
Molecular formula: C24H25N5O4S3Ti
Method: DFT, ωB97M-V/def2-TZVPD

Cartesian coordinates (Å):
Ti1 -0.01 0.53 0.60
N1 -1.38 -1.99 3.91
C1 -1.17 -1.33 2.73
S1 -0.93 0.41 2.83
N2 -1.21 -2.00 1.63
N3 -0.96 -1.22 0.52
C2 -1.12 -1.84 -0.68
C3 -1.67 -3.21 -0.82
C4 -0.92 -4.20 -1.45
C5 -1.44 -5.48 -1.61
C6 -2.71 -5.78 -1.13
C7 -3.45 -4.80 -0.49
C8 -2.94 -3.52 -0.34
C9 -0.69 -1.06 -1.74
C10 -0.80 -1.38 -3.13
C11 -0.36 -0.52 -4.07
C12 0.22 0.72 -3.66
C13 0.31 0.99 -2.34
N4 -0.15 0.15 -1.36
H1 -1.03 -1.55 4.73
H2 -1.26 -2.99 3.86
H3 0.08 -3.97 -1.80
H4 -0.85 -6.24 -2.10
H5 -3.11 -6.78 -1.25
H6 -4.44 -5.02 -0.11
H7 -3.51 -2.76 0.17
H8 -1.25 -2.33 -3.40
H9 -0.45 -0.76 -5.12
H10 0.61 1.42 -4.38
H11 0.77 1.91 -1.98
O1 2.63 -2.14 2.65
S2 2.91 -1.67 1.33
O2 3.01 -2.61 0.25
N5 1.89 -0.44 0.93
C14 2.51 0.72 0.82
O3 1.80 1.74 0.56
C15 3.97 0.68 1.05
C16 4.90 1.70 1.00
C17 6.22 1.38 1.26
C18 6.60 0.07 1.56
C19 5.66 -0.95 1.61
C20 4.35 -0.62 1.35
H12 4.59 2.71 0.76
H13 6.98 2.16 1.24
H14 7.64 -0.15 1.77
H15 5.95 -1.97 1.85
C21 -3.21 3.79 -1.37
C22 -1.75 4.16 -1.47
S3 -0.72 3.73 -0.05
O4 -1.08 2.28 0.22
C23 -1.52 4.65 1.29
C24 -2.63 3.89 2.00
H16 -3.67 3.86 -2.36
H17 -3.76 4.46 -0.70
H18 -3.32 2.77 -1.02
H19 -1.58 5.23 -1.63
H20 -1.26 3.62 -2.29
H21 -1.85 5.59 0.85
H22 -0.70 4.88 1.98
H23 -3.46 3.67 1.34
H24 -2.99 4.50 2.83
H25 -2.26 2.94 2.39

As for the frontier orbital gap (alpha / beta): 0.2089 / 0.2093 Ha. As for the multiplicity: 1. As for the energy relative to the best compared isomer or geometry (same formula, charge and spin): 0.0 kcal/mol. The value obtained for the HOMO energy (alpha / beta) is -5.758 / -5.745 eV. The value obtained for the LUMO energy (alpha / beta) is -0.07 / -0.05 eV. The value obtained for the total energy is -96557.1746 eV.

# 2
Molecular formula: C24H25N7O3S
Method: DFT, ωB97M-V/def2-TZVPD

Cartesian coordinates (Å):
C1 -1.60 2.81 5.63
H1 -0.95 2.60 6.49
O1 -2.24 1.63 5.18
C2 -1.47 0.60 4.75
C3 -0.08 0.61 4.67
C4 0.59 -0.51 4.20
C5 -0.10 -1.65 3.81
C6 -1.49 -1.65 3.89
C7 -2.17 -0.55 4.35
H2 -3.24 -0.54 4.41
H3 -2.04 -2.53 3.60
C8 0.64 -2.85 3.29
N1 0.06 -3.35 2.07
C9 -0.18 -2.73 0.89
N2 -0.70 -3.62 0.08
N3 -0.78 -4.76 0.76
N4 -0.33 -4.62 1.94
C10 0.13 -1.29 0.63
N5 -0.54 -0.84 -0.57
C11 -0.15 -1.40 -1.84
C12 0.95 -0.59 -2.56
N6 0.53 0.79 -2.69
C13 -0.05 1.28 -3.82
C14 -1.00 2.33 -3.79
C15 -1.52 2.86 -4.94
C16 -1.13 2.37 -6.18
C17 -0.19 1.34 -6.24
C18 0.33 0.81 -5.09
H4 1.08 0.03 -5.18
H5 0.12 0.98 -7.21
N7 -1.67 2.92 -7.37
O2 -1.31 2.44 -8.44
O3 -2.46 3.84 -7.27
H6 -2.26 3.65 -4.90
H7 -1.35 2.71 -2.84
C19 0.29 1.35 -1.38
C20 -0.83 0.57 -0.67
H8 -1.76 0.67 -1.25
H9 -1.01 0.98 0.33
H10 1.22 1.25 -0.81
H11 0.05 2.41 -1.45
H12 1.89 -0.61 -2.00
H13 1.13 -1.04 -3.53
H14 -1.04 -1.41 -2.47
H15 0.17 -2.43 -1.69
C21 1.63 -1.12 0.68
C22 2.33 -0.06 1.18
C23 3.73 -0.21 1.05
C24 4.07 -1.39 0.47
S1 2.70 -2.34 0.05
H16 5.05 -1.76 0.25
H17 4.44 0.52 1.39
H18 1.85 0.79 1.63
H19 -0.29 -0.71 1.46
H20 0.58 -3.68 4.01
H21 1.69 -2.61 3.12
H22 1.67 -0.49 4.15
H23 0.48 1.47 4.98
H24 -2.40 3.47 5.95
H25 -1.03 3.29 4.84

As for the frontier orbital gap: 0.2874 Ha. As for the multiplicity: 1. As for the energy relative to the best compared isomer or geometry (same formula, charge and spin): 152.1 kcal/mol. As for the SMILES: COc1ccc(Cn2nnnc2[C@@H](c2cccs2)N2CCN(c3ccc([N+](=O)[O-])cc3)CC2)cc1. The value obtained for the HOMO energy is -7.828 eV. The value obtained for the LUMO energy is -0.01 eV. The value obtained for the total energy is -52697.8708 eV.

# 3
Molecular formula: C24H26BCl2O3
Method: DFT, ωB97M-V/def2-TZVPD

Cartesian coordinates (Å):
C1 -4.00 -2.45 -0.94
C2 -3.26 -1.20 -0.92
C3 -3.47 0.02 -1.53
C4 -2.34 0.83 -1.24
C5 -1.83 0.26 -0.06
B1 -0.03 -1.23 -2.79
O1 0.56 -0.14 -3.20
C6 1.83 -0.38 -2.51
C7 2.87 -0.35 -3.60
C8 2.00 0.95 -1.85
C9 1.73 -1.80 -1.75
C10 2.66 -2.88 -2.32
C11 1.69 -2.08 -0.26
O2 0.32 -2.28 -2.08
O3 -2.11 -1.10 -0.23
H1 -4.76 -2.34 -1.75
H2 -3.34 -3.31 -1.16
H3 -4.58 -2.61 -0.01
H4 -4.32 0.32 -2.12
H5 -2.14 1.87 -1.44
H6 3.82 -0.44 -3.10
H7 2.83 -1.19 -4.28
H8 2.81 0.56 -4.22
H9 2.96 1.20 -1.38
H10 1.85 1.70 -2.64
H11 1.16 1.10 -1.19
H12 3.64 -2.45 -2.35
H13 2.73 -3.74 -1.63
H14 2.36 -3.20 -3.30
H15 2.53 -1.58 0.30
H16 0.69 -1.87 0.13
H17 1.66 -3.17 -0.16
Cl1 2.87 5.39 1.31
C12 1.87 4.00 1.47
C13 2.39 2.71 1.25
C14 1.51 1.60 1.13
C15 0.13 1.76 0.91
C16 -0.74 0.48 0.72
C17 -1.32 0.10 2.07
C18 -0.45 -0.61 2.86
C19 -0.79 -0.81 4.18
C20 -2.02 -0.36 4.66
Cl2 -2.51 -0.81 6.23
C21 -2.79 0.51 3.89
C22 -2.50 0.70 2.53
C23 -0.34 3.02 1.33
C24 0.50 4.12 1.65
H18 3.47 2.63 1.09
H19 1.99 0.62 1.20
H20 -0.01 -0.21 0.26
H21 0.47 -1.01 2.43
H22 -0.12 -1.37 4.81
H23 -3.66 1.00 4.30
H24 -3.20 1.25 1.87
H25 -1.38 3.19 1.52
H26 0.12 5.11 1.92

As for the frontier orbital gap: 0.1779 Ha. As for the multiplicity: 1. As for the energy relative to the best compared isomer or geometry (same formula, charge and spin): 139.1 kcal/mol. The value obtained for the HOMO energy is -10.696 eV. The value obtained for the LUMO energy is -5.86 eV. As for the charge: +1. The value obtained for the total energy is -57163.0152 eV.

# 4
Molecular formula: C24H26BF2NOPSc
Method: DFT, ωB97M-V/def2-TZVPD

Cartesian coordinates (Å):
Sc1 -2.49 -0.64 0.95
N1 -1.46 3.06 2.35
C1 -2.23 2.01 2.08
O1 -1.87 0.86 2.43
C2 -3.49 2.19 1.29
C3 -3.49 1.21 0.09
H1 -0.59 2.92 2.85
H2 -1.74 3.99 2.08
H3 -3.63 3.24 1.02
H4 -4.30 1.93 1.98
H5 -3.00 1.67 -0.77
H6 -4.52 1.02 -0.21
C4 1.51 -0.13 2.87
C5 2.14 0.81 1.87
C6 3.23 1.58 2.28
C7 3.91 2.40 1.39
C8 3.51 2.46 0.07
C9 2.42 1.71 -0.35
C10 1.72 0.89 0.54
P1 0.28 -0.10 -0.02
C11 0.05 0.44 -1.75
C12 -0.43 1.75 -1.84
C13 -0.68 2.36 -3.06
C14 -0.47 1.65 -4.22
C15 0.00 0.34 -4.15
C16 0.28 -0.28 -2.93
C17 0.83 -1.69 -2.98
C18 0.88 -1.80 0.07
C19 2.22 -2.14 0.25
C20 2.59 -3.46 0.49
C21 1.59 -4.43 0.55
C22 0.27 -4.10 0.34
C23 -0.12 -2.78 0.09
C24 -1.54 -2.41 -0.13
H7 1.81 0.13 3.88
H8 1.82 -1.16 2.68
H9 0.42 -0.10 2.82
H10 3.56 1.51 3.31
H11 4.76 2.99 1.73
H12 4.04 3.08 -0.64
H13 2.11 1.76 -1.39
H14 -0.61 2.31 -0.93
H15 -1.04 3.38 -3.09
H16 -0.66 2.10 -5.19
H17 0.17 -0.21 -5.06
H18 0.96 -1.99 -4.01
H19 0.16 -2.40 -2.49
H20 1.79 -1.76 -2.47
H21 2.98 -1.37 0.23
H22 3.63 -3.72 0.65
H23 1.86 -5.46 0.75
H24 -0.49 -4.87 0.37
H25 -2.20 -3.28 -0.13
H26 -1.67 -1.94 -1.13
F1 -4.89 -1.97 0.38
B1 -4.49 -1.67 1.64
F2 -5.40 -1.91 2.58

As for the frontier orbital gap: 0.2892 Ha. As for the multiplicity: 1. As for the energy relative to the best compared isomer or geometry (same formula, charge and spin): 8.5 kcal/mol. The value obtained for the HOMO energy is -7.570 eV. The value obtained for the LUMO energy is 0.30 eV. The value obtained for the total energy is -64951.2579 eV.